{"formula": "C2H45O21", "method": "ωB97M-V/def2-TZVPD", "homo_lumo_gap_ha": 0.28100, "e_homo_ev": -6.450, "charge": -1, "lumo_ha": 0.04395, "molar_mass_da": 405.4, "species": ["C", "C", "O", "H", "H", "H", "H", "H", "O", "H", "H", "O", "H", "H", "O", "H", "H", "O", "H", "H", "O", "H", "H", "O", "H", "H", "O", "H", "H", "O", "H", "H", "O", "H", "H", "O", "H", "H", "O", "H", "H", "O", "H", "H", "O", "H", "H", "O", "H", "H", "O", "H", "H", "O", "H", "H", "O", "H", "H", "O", "H", "H", "O", "H", "H", "O", "H", "H"], "positions_angstrom": [[9.669, -22.219, 2.558], [9.041, -23.273, 3.468], [7.668, -23.428, 3.117], [9.148, -21.305, 2.366], [9.856, -22.731, 1.616], [10.641, -21.925, 2.845], [9.060, -22.874, 4.506], [9.475, -24.283, 3.397], [10.860, -25.971, 5.220], [11.573, -25.684, 4.624], [10.501, -25.135, 5.456], [6.903, -23.972, 5.518], [6.949, -23.170, 6.020], [7.345, -23.668, 4.726], [7.427, -22.001, -0.349], [6.492, -22.134, -0.434], [7.652, -22.857, 0.026], [11.663, -19.704, 2.398], [11.596, -20.569, 2.023], [12.479, -19.707, 2.900], [9.612, -20.026, 0.169], [10.403, -20.391, -0.203], [9.035, -20.795, 0.212], [11.957, -22.623, 4.892], [11.985, -23.320, 4.211], [12.141, -23.163, 5.688], [9.140, -26.702, 2.218], [9.887, -26.936, 1.645], [9.221, -25.783, 2.514], [12.691, -21.791, 0.772], [13.418, -21.558, 0.209], [12.355, -22.645, 0.400], [9.694, -23.840, 6.627], [9.362, -23.745, 7.517], [9.032, -23.412, 6.107], [8.213, -26.509, 5.160], [9.080, -26.286, 4.902], [7.813, -25.658, 5.387], [8.826, -18.943, 2.749], [8.200, -19.662, 2.798], [9.482, -19.154, 2.126], [11.563, -24.166, 0.207], [12.342, -24.342, -0.339], [10.920, -23.851, -0.400], [5.483, -22.744, 1.729], [5.261, -23.561, 1.290], [6.313, -22.848, 2.207], [7.899, -21.524, 6.459], [7.296, -21.014, 7.022], [8.483, -20.901, 6.040], [12.093, -24.337, 2.963], [12.838, -24.779, 2.735], [11.680, -24.192, 2.093], [5.933, -25.644, 2.887], [6.614, -24.989, 3.026], [6.126, -26.329, 2.241], [10.109, -20.482, 4.886], [10.400, -19.866, 4.183], [10.425, -21.391, 4.788], [8.049, -24.328, 0.732], [8.086, -23.915, 1.615], [7.159, -24.624, 0.581], [4.687, -22.432, 4.297], [4.789, -22.848, 3.456], [5.289, -22.854, 4.880], [6.851, -20.742, 3.345], [5.990, -21.021, 3.629], [7.327, -21.582, 3.319]]}

{"formula": "C2H4AlBr2N2O6", "method": "ωB97M-V/def2-TZVPD", "homo_lumo_gap_ha": 0.06539, "e_homo_ev": -11.775, "charge": 1, "lumo_ha": -0.36734, "molar_mass_da": 338.9, "species": ["Al", "N", "O", "O", "O", "N", "O", "O", "O", "Br", "C", "C", "Br", "H", "H", "H", "H"], "positions_angstrom": [[-0.851, -1.417, -6.366], [-1.011, 5.262, -5.471], [-0.569, 4.313, -6.145], [-0.710, 6.409, -5.681], [-1.717, 4.956, -4.582], [-1.799, 0.183, -0.584], [-0.830, -0.422, -1.066], [-2.738, 0.308, -1.341], [-1.840, 0.842, 0.465], [-0.510, -2.359, 5.014], [0.971, -3.128, 3.964], [2.069, -2.015, 3.738], [3.483, -2.659, 2.520], [0.491, -3.461, 3.044], [1.384, -3.980, 4.503], [2.628, -1.699, 4.619], [1.548, -1.131, 3.369]]}

{"formula": "C2H4BFO", "method": "ωB97M-V/def2-TZVPD", "homo_lumo_gap_ha": 0.35009, "e_homo_ev": -9.720, "charge": 0, "lumo_ha": -0.00713, "molar_mass_da": 73.9, "species": ["B", "C", "C", "O", "F", "H", "H", "H", "H"], "positions_angstrom": [[0.663, 0.764, 0.328], [-1.243, -0.145, -0.284], [-0.109, -0.869, -0.286], [-2.205, 0.592, -0.186], [1.725, 0.072, -0.148], [0.280, 0.549, 1.450], [0.698, 1.870, 0.053], [0.484, -0.969, -1.241], [-0.293, -1.864, 0.312]]}